Model i:
{"formula": "C5H11N2", "method": "ωB97M-V/def2-TZVPD", "charge": 1, "homo_lumo_gap_ev": 9.867, "smiles": "C=N/C=C\\CC[NH3+]", "symbols": ["C", "N", "C", "C", "C", "C", "N", "H", "H", "H", "H", "H", "H", "H", "H", "H", "H", "H"], "xyz": [[-2.62, -0.72, -0.71], [-1.45, -0.51, -0.27], [-1.31, 0.37, 0.83], [-0.37, 1.31, 0.85], [1.00, 1.20, 0.18], [1.77, -0.11, 0.30], [1.35, -1.18, -0.70], [-3.49, -0.21, -0.27], [-2.81, -1.48, -1.45], [-2.17, 0.41, 1.49], [-0.52, 2.15, 1.45], [1.64, 1.93, 0.65], [0.93, 1.51, -0.86], [2.77, 0.15, -0.05], [1.80, -0.58, 1.27], [1.64, -1.06, -1.66], [0.26, -1.10, -0.76], [1.58, -2.09, -0.30]], "lowdin_charge": [0.022, -0.052, -0.144, -0.050, -0.162, -0.132, 0.164, 0.096, 0.085, 0.114, 0.099, 0.115, 0.127, 0.126, 0.137, 0.161, 0.129, 0.165]}


Model ii:
{"formula": "C5H11N2", "method": "ωB97M-V/def2-TZVPD", "charge": 1, "homo_lumo_gap_ev": 8.421, "smiles": "C=C(N)C(=[NH2+])CC", "symbols": ["C", "C", "N", "C", "N", "C", "C", "H", "H", "H", "H", "H", "H", "H", "H", "H", "H", "H"], "xyz": [[-1.58, 1.56, -0.29], [-1.49, 0.24, -0.01], [-2.34, -0.54, 0.69], [-0.25, -0.34, -0.32], [-0.06, -1.51, -0.81], [1.04, 0.43, 0.17], [2.60, -0.12, 0.40], [-2.45, 2.15, -0.33], [-0.65, 2.11, -0.58], [-2.36, -1.53, 0.51], [-3.19, -0.01, 0.88], [-0.79, -2.05, -1.20], [0.94, -1.91, -0.88], [0.72, 1.08, 1.08], [1.27, 1.02, -0.76], [2.68, -1.25, 0.76], [2.93, 0.12, -0.52], [2.99, 0.55, 1.19]], "lowdin_charge": [0.131, -0.421, 0.155, -0.200, 0.260, -0.113, -0.036, 0.067, 0.092, 0.110, 0.135, 0.135, 0.198, 0.147, 0.125, 0.121, 0.007, 0.086]}


Tell me which of them is the least stable. Sure, it is model ii.


Model i:
{"formula": "C5H11N2", "method": "ωB97M-V/def2-TZVPD", "charge": 1, "homo_lumo_gap_ev": 9.153, "smiles": "C/N=C/C=[N+](C)C", "symbols": ["C", "N", "C", "C", "N", "C", "C", "H", "H", "H", "H", "H", "H", "H", "H", "H", "H", "H"], "xyz": [[-2.97, -0.12, -0.25], [-1.51, -0.07, -0.02], [-1.00, 1.13, 0.13], [0.40, 1.19, 0.15], [1.16, 0.18, 0.06], [0.72, -1.17, 0.16], [2.60, 0.37, -0.11], [-3.42, -1.11, -0.53], [-3.62, 0.11, 0.62], [-3.22, 0.69, -0.89], [-1.67, 2.09, 0.20], [0.98, 2.05, 0.27], [-0.12, -1.33, 0.91], [0.11, -1.32, -0.80], [1.58, -1.83, 0.21], [2.76, 1.13, -0.79], [3.29, 0.74, 0.69], [2.96, -0.56, -0.71]], "lowdin_charge": [-0.064, 0.001, -0.088, -0.007, -0.143, -0.029, 0.003, 0.103, 0.099, 0.072, 0.179, 0.141, 0.132, 0.141, 0.105, 0.067, 0.140, 0.146]}


Model ii:
{"formula": "C5H11N2", "method": "ωB97M-V/def2-TZVPD", "charge": 1, "homo_lumo_gap_ev": 7.519, "symbols": ["C", "C", "C", "C", "C", "N", "N", "H", "H", "H", "H", "H", "H", "H", "H", "H", "H", "H"], "xyz": [[0.50, -0.35, 2.11], [-0.59, -1.36, -1.31], [-1.66, -0.22, -1.07], [-0.35, 0.06, -1.45], [0.47, 1.07, -2.04], [0.98, -0.21, 3.36], [0.61, 0.48, 1.18], [-0.11, -1.14, 2.02], [-0.35, -1.97, -0.45], [-0.47, -2.17, -2.14], [-2.42, -0.02, -1.72], [-2.16, -0.13, 0.00], [0.67, 1.77, -1.22], [-0.27, 1.83, -2.59], [1.32, 0.76, -2.77], [1.21, -1.07, 3.79], [1.67, 0.49, 3.58], [1.11, 1.34, 1.40]], "lowdin_charge": [-0.364, -0.007, -0.022, -0.180, 0.003, 0.117, 0.097, 0.081, 0.112, 0.172, 0.092, 0.195, 0.105, 0.172, 0.150, 0.089, 0.112, 0.073]}


Model iii:
{"formula": "C5H11N2", "method": "ωB97M-V/def2-TZVPD", "charge": 1, "homo_lumo_gap_ev": 9.013, "symbols": ["C", "C", "C", "C", "C", "N", "N", "H", "H", "H", "H", "H", "H", "H", "H", "H", "H", "H"], "xyz": [[-0.53, 1.96, -0.92], [0.37, -1.62, 0.32], [-0.22, 3.33, -1.45], [0.29, -2.70, 2.58], [0.96, -1.94, 1.44], [-0.55, 0.93, -1.64], [-0.03, -1.45, -0.85], [-0.69, 1.88, 0.10], [-1.10, 3.98, -1.47], [0.44, 3.76, -0.80], [-0.02, 3.32, -2.51], [-0.52, -2.24, 3.11], [-0.18, -3.68, 2.34], [0.97, -2.82, 3.36], [1.85, -1.39, 1.73], [-0.66, -0.11, -1.36], [0.11, -2.28, -1.40], [-0.51, 1.06, -2.57]], "lowdin_charge": [-0.055, -0.113, 0.007, -0.080, -0.092, 0.222, 0.092, 0.125, 0.115, 0.066, 0.095, 0.071, 0.100, 0.050, 0.119, 0.073, 0.107, 0.098]}


Tell me which of them is the least stable. Sure, it is model ii.


Model i:
{"formula": "C5H11N2", "method": "ωB97M-V/def2-TZVPD", "charge": 1, "homo_lumo_gap_ev": 8.301, "smiles": "C=NC(=C)CC[NH3+]", "symbols": ["C", "N", "C", "C", "C", "C", "N", "H", "H", "H", "H", "H", "H", "H", "H", "H", "H", "H"], "xyz": [[-0.60, 1.55, 1.70], [-0.44, 0.60, 0.86], [0.81, 0.43, 0.24], [1.96, 1.13, 0.73], [0.90, -0.70, -0.64], [-0.48, -0.75, -1.43], [-1.58, -1.37, -0.56], [-1.32, 1.35, 2.59], [-0.54, 2.65, 1.41], [2.87, 0.92, 0.22], [2.05, 1.72, 1.59], [1.66, -0.47, -1.36], [1.05, -1.74, -0.29], [-0.69, 0.31, -1.77], [-0.41, -1.41, -2.30], [-2.57, -1.32, -1.02], [-1.23, -2.24, -0.21], [-1.45, -0.69, 0.25]], "lowdin_charge": [0.026, -0.047, -0.361, 0.147, -0.139, -0.131, 0.154, 0.119, 0.127, 0.058, 0.046, 0.123, 0.141, 0.151, 0.121, 0.219, 0.140, 0.106]}


Model ii:
{"formula": "C5H11N2", "method": "ωB97M-V/def2-TZVPD", "charge": 1, "homo_lumo_gap_ev": 10.461, "smiles": "C=C(CC)C(N)=[NH2+]", "symbols": ["C", "C", "C", "C", "C", "N", "N", "H", "H", "H", "H", "H", "H", "H", "H", "H", "H", "H"], "xyz": [[0.06, -1.74, 1.23], [-0.14, -0.79, 0.27], [-1.27, -0.56, -0.65], [-1.61, 0.93, -0.63], [1.02, 0.38, 0.13], [1.61, 0.32, -1.10], [1.47, 0.92, 1.23], [-0.57, -2.59, 1.27], [0.93, -1.83, 1.92], [-1.02, -0.81, -1.71], [-2.16, -1.11, -0.22], [-0.80, 1.56, -0.55], [-2.40, 1.11, 0.09], [-2.03, 1.16, -1.58], [1.19, -0.04, -1.91], [2.41, 0.86, -1.30], [0.94, 0.72, 2.09], [2.35, 1.50, 1.43]], "lowdin_charge": [0.103, -0.221, -0.205, -0.077, -0.264, 0.233, 0.212, 0.070, 0.093, 0.128, 0.147, 0.037, 0.096, 0.074, 0.107, 0.119, 0.155, 0.193]}


Tell me which of them is the least stable. Sure, it is model i.


Model i:
{"formula": "C4H13N3", "method": "ωB97M-V/def2-TZVPD", "charge": 2, "homo_lumo_gap_ev": 10.139, "smiles": "N/C(=C\\[NH3+])CC[NH3+]", "symbols": ["N", "C", "C", "N", "C", "C", "N", "H", "H", "H", "H", "H", "H", "H", "H", "H", "H", "H", "H", "H"], "xyz": [[0.69, -1.20, 1.61], [0.32, -0.17, 0.79], [-0.35, 0.88, 1.31], [-0.18, 1.24, 2.73], [0.71, -0.24, -0.69], [-0.47, -0.56, -1.59], [-0.47, -0.05, -3.02], [1.67, -1.49, 1.53], [0.12, -1.90, 2.06], [-1.12, 1.51, 0.87], [-1.13, 1.42, 3.05], [0.29, 0.50, 3.27], [0.54, 1.97, 2.86], [1.20, 0.70, -1.00], [1.56, -0.92, -0.84], [-0.64, -1.63, -1.73], [-1.43, -0.29, -1.15], [0.47, -0.14, -3.41], [-0.68, 0.95, -3.02], [-1.10, -0.57, -3.63]], "lowdin_charge": [0.119, -0.321, -0.020, 0.209, -0.104, -0.134, 0.216, 0.125, 0.133, 0.134, 0.182, 0.167, 0.188, 0.134, 0.139, 0.144, 0.140, 0.184, 0.178, 0.187]}


Model ii:
{"formula": "C4H13N3", "method": "ωB97M-V/def2-TZVPD", "charge": 2, "homo_lumo_gap_ev": [9.747, 8.075], "symbols": ["C", "C", "C", "C", "N", "N", "N", "H", "H", "H", "H", "H", "H", "H", "H", "H", "H", "H", "H", "H"], "xyz": [[0.95, -1.87, -0.27], [0.14, -4.01, -1.27], [-1.11, 3.73, -0.52], [-0.25, 1.57, 0.29], [2.05, -2.06, 0.47], [0.30, -2.55, -1.16], [-0.88, 2.80, 0.70], [0.88, -4.58, -0.52], [0.37, -4.40, -2.23], [-0.89, -4.44, -0.97], [-0.09, 3.86, -0.96], [-1.77, 3.11, -1.13], [-1.52, 4.72, -0.13], [-0.63, 1.02, -0.57], [0.77, 1.41, 0.55], [2.45, -1.32, 1.03], [2.50, -2.95, 0.60], [-0.43, -2.10, -1.83], [-0.56, 3.40, 1.46], [-1.83, 2.55, 0.91]], "lowdin_charge": [0.012, -0.039, 0.045, 0.106, 0.194, -0.004, -0.034, 0.140, 0.083, 0.136, 0.119, 0.107, 0.142, 0.086, 0.076, 0.132, 0.134, 0.217, 0.189, 0.158]}


Tell me which of them is the least stable. Sure, it is model ii.


Model i:
{"formula": "C4H13N3", "method": "ωB97M-V/def2-TZVPD", "charge": 2, "homo_lumo_gap_ev": [9.132, 8.593], "symbols": ["C", "C", "C", "C", "N", "N", "N", "H", "H", "H", "H", "H", "H", "H", "H", "H", "H", "H", "H", "H"], "xyz": [[-1.41, -0.56, -0.13], [-2.76, -2.37, 0.91], [3.08, 2.14, 0.51], [0.89, 0.98, 0.56], [-1.74, -0.58, -1.38], [-1.57, -1.53, 0.69], [1.92, 1.57, -0.23], [-2.72, -3.42, 0.73], [-3.63, -2.22, 0.29], [-3.03, -2.31, 1.98], [3.25, 3.19, 0.09], [2.98, 2.29, 1.67], [4.01, 1.56, 0.26], [0.20, 1.60, 0.96], [1.28, 0.19, 1.09], [-1.92, 0.31, -1.90], [-2.44, -1.25, -1.60], [-0.81, -1.58, 1.45], [1.39, 2.34, -0.78], [2.31, 1.00, -0.93]], "lowdin_charge": [-0.085, -0.006, 0.003, 0.116, 0.203, 0.034, -0.048, 0.100, 0.102, 0.122, 0.131, 0.158, 0.128, 0.068, 0.075, 0.170, 0.128, 0.210, 0.230, 0.161]}


Model ii:
{"formula": "C4H13N3", "method": "ωB97M-V/def2-TZVPD", "charge": 2, "homo_lumo_gap_ev": 11.689, "smiles": "N/C=[NH+]\\CCC[NH3+]", "symbols": ["N", "C", "N", "C", "C", "C", "N", "H", "H", "H", "H", "H", "H", "H", "H", "H", "H", "H", "H", "H"], "xyz": [[1.46, 2.36, 1.21], [1.90, 1.78, 0.00], [1.58, 0.58, -0.40], [1.03, -0.56, 0.34], [-0.48, -0.59, 0.44], [-1.23, -1.48, -0.63], [-2.56, -0.89, -1.00], [1.73, 3.33, 1.32], [1.00, 1.76, 1.88], [2.54, 2.40, -0.62], [2.21, 0.23, -1.11], [1.54, -1.44, -0.06], [1.24, -0.58, 1.47], [-0.82, 0.47, 0.67], [-0.69, -1.01, 1.52], [-0.57, -1.68, -1.51], [-1.25, -2.64, -0.35], [-2.45, 0.14, -1.26], [-3.18, -0.91, -0.11], [-3.01, -1.27, -1.80]], "lowdin_charge": [0.200, -0.052, 0.063, -0.170, -0.179, -0.153, 0.178, 0.143, 0.121, 0.172, 0.168, 0.145, 0.156, 0.129, 0.158, 0.139, 0.192, 0.202, 0.231, 0.156]}


Model iii:
{"formula": "C4H13N3", "method": "ωB97M-V/def2-TZVPD", "charge": 2, "homo_lumo_gap_ev": [6.075, 6.171], "symbols": ["C", "C", "C", "C", "N", "N", "N", "H", "H", "H", "H", "H", "H", "H", "H", "H", "H", "H", "H", "H"], "xyz": [[0.85, -3.63, -1.24], [1.48, -2.52, -0.73], [2.06, -4.54, -3.80], [-3.62, 8.05, 3.79], [-2.82, 8.56, 4.62], [0.47, -3.60, -2.59], [1.85, -2.62, 0.54], [0.62, -4.56, -0.75], [1.62, -1.58, -1.32], [1.30, -5.09, -4.37], [2.59, -3.65, -4.05], [2.20, -5.07, -2.89], [-4.41, 7.20, 4.08], [-3.74, 8.43, 2.73], [-2.76, 8.12, 5.57], [-2.06, 9.18, 4.35], [-0.09, -4.31, -2.97], [0.15, -2.71, -2.89], [1.67, -3.50, 0.93], [2.62, -2.16, 0.98]], "lowdin_charge": [-0.165, -0.148, 0.267, 0.138, 0.186, 0.071, 0.098, 0.127, 0.156, 0.064, 0.057, 0.034, 0.180, 0.147, 0.187, 0.163, 0.102, 0.127, 0.093, 0.117]}


Tell me which of them is the least stable. Sure, it is model i.


Model i:
{"formula": "C4H13N3", "method": "ωB97M-V/def2-TZVPD", "charge": 2, "homo_lumo_gap_ev": 10.512, "symbols": ["C", "C", "C", "N", "C", "N", "N", "H", "H", "H", "H", "H", "H", "H", "H", "H", "H", "H", "H", "H"], "xyz": [[2.02, -0.14, -0.32], [0.97, -0.65, 0.68], [-0.16, 0.32, 0.81], [-2.54, 1.72, 0.20], [-2.37, 0.62, -0.52], [-1.58, -0.40, -0.24], [3.12, -1.17, -0.50], [1.57, 0.05, -1.30], [2.50, 0.80, -0.06], [0.57, -1.60, 0.34], [1.39, -0.70, 1.69], [-0.13, 1.31, 0.37], [-0.88, 0.15, 1.60], [-3.33, 2.33, 0.02], [-2.38, 1.68, 1.19], [-2.93, 0.56, -1.45], [-2.01, -1.22, -0.66], [3.55, -1.39, 0.40], [3.85, -0.83, -1.12], [2.76, -2.03, -0.94]], "lowdin_charge": [-0.130, -0.171, 0.092, 0.175, -0.209, 0.095, 0.214, 0.144, 0.147, 0.132, 0.146, 0.116, 0.110, 0.149, 0.131, 0.163, 0.142, 0.183, 0.186, 0.185]}


Model ii:
{"formula": "C4H13N3", "method": "ωB97M-V/def2-TZVPD", "charge": 2, "homo_lumo_gap_ev": 11.136, "smiles": "C/C=[NH+]\\C[NH2+]NC", "symbols": ["C", "C", "N", "C", "N", "N", "C", "H", "H", "H", "H", "H", "H", "H", "H", "H", "H", "H", "H", "H"], "xyz": [[0.71, -2.19, 0.10], [0.60, -1.01, -0.76], [1.30, 0.10, -0.68], [1.30, 0.74, 0.60], [-0.18, 0.99, 1.03], [-0.98, 0.27, 0.16], [-1.78, 1.04, -0.76], [1.55, -2.26, 0.88], [1.04, -2.99, -0.62], [-0.27, -2.53, 0.62], [-0.02, -1.17, -1.64], [1.32, 0.72, -1.42], [1.91, 0.33, 1.35], [1.64, 1.74, 0.44], [-0.32, 0.82, 2.06], [-0.28, 2.02, 1.12], [-1.64, -0.31, 0.75], [-0.97, 1.59, -1.45], [-2.38, 0.33, -1.43], [-2.54, 1.76, -0.34]], "lowdin_charge": [-0.011, -0.064, 0.095, -0.012, 0.097, -0.135, -0.047, 0.135, 0.138, 0.148, 0.168, 0.141, 0.144, 0.148, 0.233, 0.211, 0.196, 0.146, 0.145, 0.123]}


Tell me which of them is the least stable. Sure, it is model ii.